The following is a quantum chemistry calculation of 7 unconnected molecules or ions with the total composition C21H55Br3O12P2, from OMol25.

Its SMILES is C[C@@H](Br)[C@@H](Br)O[P@@](=O)(OO)OP(O)Br.CC(C)O.CC(C)O.CC(C)O.CC(C)O.CC(C)O.CC(C)O. The total energy is -275946.2866 eV. For the highest occupied orbital energy, the calculation gives -9.702 eV. The calculation puts the gap between HOMO and LUMO at 9.7 eV.

Positions of all 93 atoms, in Å:
C: -1.631264 0.582203 3.255574
C: -1.710376 2.099255 3.070090
Br: -0.344478 2.701579 1.832502
C: -3.098748 2.560992 2.664815
Br: -3.184815 4.487997 2.476712
O: -3.484389 1.932933 1.451664
P: -4.970214 1.557556 1.068562
O: -5.160703 1.377046 -0.353499
O: -5.379099 0.204398 1.822374
O: -5.067554 0.246886 3.230719
O: -5.834209 2.734614 1.705805
P: -7.131977 2.585276 2.758772
O: -7.776859 4.011514 2.442684
Br: -6.145264 3.093794 4.729913
H: -2.484323 0.093320 2.793794
H: -1.621490 0.332583 4.314631
H: -0.732233 0.178096 2.805813
H: -1.502531 2.593429 4.014135
H: -3.787121 2.326185 3.469797
H: -4.677319 -0.629640 3.342269
H: -7.134209 4.727745 2.543399
C: 2.115822 2.384656 -3.064733
C: 1.683102 1.509163 -1.900188
C: 0.242847 1.052846 -2.050104
O: 1.867995 2.208328 -0.660830
H: 1.501069 3.288120 -3.115913
H: 3.151167 2.704992 -2.933733
H: 2.033388 1.854290 -4.012977
H: 2.335541 0.638725 -1.838690
H: -0.429370 1.915818 -2.075242
H: -0.051045 0.431029 -1.203186
H: 0.113175 0.481643 -2.968119
H: 1.299875 2.986004 -0.683769
C: 1.220033 -3.080094 -2.647591
C: 1.237991 -2.238381 -3.913799
C: 1.696306 -3.029524 -5.127904
O: 2.067573 -1.095786 -3.707228
H: 2.222865 -3.441194 -2.411939
H: 0.882028 -2.475315 -1.805098
H: 0.564761 -3.946769 -2.738025
H: 0.239530 -1.836918 -4.099105
H: 2.713015 -3.401109 -4.973564
H: 1.701777 -2.398500 -6.016736
H: 1.044768 -3.884923 -5.310704
H: 2.965958 -1.400025 -3.536382
C: 5.372207 0.303427 0.226455
C: 6.125241 0.732192 -1.024074
C: 6.861798 2.047902 -0.832556
O: 5.193200 0.814857 -2.099454
H: 4.612901 1.045839 0.488640
H: 4.856452 -0.639100 0.035581
H: 6.036680 0.167155 1.082084
H: 6.836682 -0.043888 -1.311235
H: 6.153224 2.843359 -0.586003
H: 7.379624 2.332380 -1.748502
H: 7.592419 1.978505 -0.025522
H: 4.556509 1.499451 -1.861656
C: 4.069232 0.132358 4.148222
C: 3.614988 -1.289608 4.434400
C: 4.296941 -2.289635 3.512398
O: 2.194662 -1.392824 4.317518
H: 3.806486 0.400867 3.120823
H: 3.576080 0.839707 4.814598
H: 5.148711 0.237917 4.264544
H: 3.834964 -1.544936 5.471981
H: 4.048800 -2.069945 2.469432
H: 3.960692 -3.303629 3.732242
H: 5.381858 -2.251902 3.618524
H: 1.963311 -1.165233 3.410212
C: 2.637650 -5.761034 1.937623
C: 2.484091 -4.648814 0.912297
C: 1.686978 -3.477945 1.468850
O: 1.883248 -5.144352 -0.284107
H: 1.655904 -6.150236 2.221708
H: 3.217031 -6.585699 1.523015
H: 3.136028 -5.402632 2.839395
H: 3.471978 -4.299745 0.606255
H: 0.677910 -3.803006 1.738288
H: 1.596133 -2.687770 0.722409
H: 2.161229 -3.065428 2.361260
H: 1.003502 -5.466575 -0.061661
C: -8.856711 3.061677 -2.669552
C: -7.625740 2.718736 -3.496742
C: -7.567559 1.233192 -3.821950
O: -6.440711 3.129812 -2.826853
H: -8.829260 2.524646 -1.717050
H: -8.883877 4.129275 -2.450805
H: -9.776205 2.788224 -3.189680
H: -7.643687 3.292689 -4.425239
H: -7.503148 0.649756 -2.899637
H: -6.683656 1.009290 -4.418718
H: -8.452999 0.911231 -4.372928
H: -6.382782 2.634658 -1.999793

Forces on the atoms, in the same order (eV/Å):
-0.15 -0.01 0.06
-0.06 -0.01 0.11
0.07 -0.07 -0.07
0.18 -0.06 -0.16
-0.04 0.11 0.02
-0.02 -0.08 0.39
0.31 0.95 -0.61
-0.21 -0.18 -0.33
-0.06 -0.50 0.27
-0.12 0.27 -0.08
0.00 -0.57 0.73
-0.14 0.08 -0.21
-0.01 -0.04 0.05
0.10 -0.02 -0.01
0.01 -0.06 -0.12
-0.02 -0.02 0.06
0.08 -0.03 0.00
0.15 0.14 -0.04
-0.11 -0.05 0.01
0.03 -0.13 -0.01
-0.09 0.25 -0.09
0.13 0.03 0.05
-0.18 0.12 -0.13
-0.02 -0.02 0.14
0.16 -0.07 0.01
-0.06 -0.03 0.00
0.01 0.02 -0.08
0.00 -0.05 0.02
-0.01 -0.01 0.04
0.00 0.01 -0.04
0.01 -0.02 0.00
0.02 0.02 -0.01
0.00 0.04 -0.02
-0.07 0.11 -0.02
0.16 -0.20 0.19
0.02 0.08 -0.04
-0.07 0.15 -0.17
0.01 -0.07 -0.03
-0.03 -0.01 0.00
0.01 -0.02 -0.02
0.01 0.07 -0.01
-0.01 -0.04 0.03
-0.02 0.00 0.00
0.00 -0.01 0.01
0.04 0.02 0.00
0.06 -0.16 0.11
-0.26 0.06 0.25
-0.01 0.01 -0.10
0.15 0.04 -0.19
0.05 0.06 -0.01
0.01 -0.02 0.02
0.02 0.03 0.00
-0.03 -0.03 -0.06
0.00 -0.01 0.05
0.01 -0.02 0.00
-0.01 -0.01 0.01
-0.08 -0.02 -0.05
-0.08 0.03 0.01
0.10 0.07 -0.19
0.04 -0.02 0.04
0.00 -0.03 0.11
0.06 0.02 -0.02
0.00 -0.03 0.03
0.01 -0.02 -0.01
-0.06 -0.01 0.03
0.11 0.05 0.03
0.04 0.01 0.03
0.01 0.02 0.01
-0.03 0.07 -0.01
0.04 -0.06 -0.07
-0.18 0.01 0.15
-0.01 0.06 -0.04
0.14 0.00 0.01
-0.01 0.04 0.04
0.02 0.01 -0.01
-0.02 0.00 0.00
0.02 -0.01 -0.05
0.00 -0.02 0.04
0.01 0.01 -0.04
-0.17 -0.17 -0.10
-0.03 -0.01 0.01
0.02 0.09 0.00
-0.06 -0.15 0.15
0.06 0.00 -0.05
-0.09 0.09 -0.02
-0.01 -0.04 -0.02
0.00 0.00 -0.02
0.00 -0.01 0.00
0.02 0.03 -0.01
-0.03 0.00 0.01
0.00 0.01 -0.01
-0.01 0.00 0.01
0.22 -0.08 0.02

Results of the Löwdin charge analysis, in e, for atoms 1 through 6:
1. C -0.11
2. C -0.75
3. Br 0.76
4. C -0.82
5. Br 0.74
6. O -0.20